Computed, not measured: a gas-phase ion, C4H6NO3P (charge -2) in a non-equilibrium geometry, with wB97M-V/def2-TZVPD.

## Properties
2S+1: 1
Net charge: -2
HOMO-LUMO gap, eV: 4.83
Structure (SMILES): CC/N=C\C1=P([O-])([O-])O1
Energy relative to the best compared isomer or geometry (same formula, charge and spin), eV: 2.357

Geometry (Å):
C  -2.295  0.581  0.650
C  -1.141  0.341  -0.393
N  -0.914  -1.078  -0.305
C  0.394  -1.491  -0.209
C  1.558  -0.901  -0.379
P  2.517  0.500  -0.099
O  3.251  1.192  -1.236
O  2.562  1.133  1.239
O  2.883  -1.145  0.072
H  -1.862  0.157  1.555
H  -2.271  1.592  0.828
H  -3.166  0.190  0.377
H  -1.575  0.511  -1.407
H  -0.277  1.044  -0.523
H  0.336  -2.625  -0.168